Formula: C91H130F21N13O24S7
Source: the Open Molecules 2025 dataset
Level of theory: ωB97M-V/def2-TZVPD

Geometry as XYZ:
```
286
Properties=species:S:1:pos:R:3:lowdin_charge:R:1
C 14.297 -5.637 -8.654 -0.06
C 12.829 -5.502 -9.055 -0.12
N 12.281 -4.007 -8.995 -0.24
C 13.128 -3.109 -9.764 -0.02
C 10.877 -4.050 -9.721 -0.16
C 9.793 -4.621 -8.936 -0.08
C 12.142 -3.587 -7.536 -0.10
C 11.694 -2.181 -7.294 -0.16
O 10.400 -1.979 -7.928 -0.22
C 9.660 -1.101 -7.191 -0.14
H 14.626 -6.644 -8.845 0.09
H 14.393 -5.495 -7.570 0.09
H 15.016 -5.038 -9.194 0.08
H 12.280 -6.130 -8.310 0.14
H 12.598 -5.814 -10.084 0.13
H 13.987 -2.713 -9.240 0.11
H 12.478 -2.225 -10.018 0.13
H 13.485 -3.559 -10.684 0.12
H 11.112 -4.684 -10.589 0.13
H 10.621 -2.996 -10.008 0.14
H 8.906 -4.713 -9.608 0.12
H 9.546 -4.047 -8.054 0.08
H 9.902 -5.611 -8.642 0.06
H 13.187 -3.674 -7.093 0.16
H 11.528 -4.323 -7.055 0.13
H 12.392 -1.406 -7.634 0.14
H 11.565 -2.097 -6.172 0.15
H 8.711 -1.011 -7.761 0.11
H 9.999 -0.036 -7.034 0.12
H 9.483 -1.479 -6.200 0.08
C -1.452 -7.367 7.929 -0.06
C -1.269 -5.911 8.259 -0.13
N -0.317 -5.123 7.317 -0.25
C -0.899 -5.044 5.966 -0.02
C -0.077 -3.769 7.862 -0.15
C -1.276 -2.789 7.694 -0.03
C 1.049 -5.732 7.168 -0.08
C 1.938 -5.651 8.407 -0.19
O 1.283 -6.319 9.491 -0.19
C 2.027 -6.071 10.621 -0.12
H -0.755 -8.099 8.233 0.07
H -1.523 -7.451 6.827 0.09
H -2.404 -7.746 8.389 0.11
H -0.864 -5.812 9.271 0.13
H -2.200 -5.391 8.137 0.11
H -0.745 -5.936 5.409 0.10
H -0.441 -4.261 5.337 0.09
H -1.895 -4.745 5.906 0.09
H 0.772 -3.294 7.280 0.12
H 0.212 -3.983 8.855 0.11
H -1.405 -2.392 6.692 0.07
H -1.215 -1.974 8.425 0.09
H -2.206 -3.342 7.760 0.06
H 1.500 -5.238 6.385 0.09
H 0.796 -6.748 6.879 0.14
H 2.142 -4.606 8.550 0.10
H 2.900 -6.147 8.120 0.15
H 2.024 -4.969 10.869 0.12
H 3.044 -6.466 10.569 0.10
H 1.454 -6.534 11.406 0.09
C 0.755 0.182 3.335 -0.02
C -0.008 1.337 2.602 -0.16
N -1.436 1.213 2.250 -0.30
C -2.222 0.875 3.418 0.00
C -1.876 2.599 1.747 -0.12
C -3.235 2.473 1.092 -0.06
C -1.618 0.095 1.264 -0.08
C -0.888 0.369 -0.021 -0.18
O 0.502 0.015 0.048 -0.22
C 1.141 0.600 -1.118 -0.05
H 0.247 -0.353 4.140 0.07
H 1.608 0.742 3.792 0.10
H 1.109 -0.557 2.570 0.07
H 0.586 1.512 1.707 0.13
H -0.014 2.257 3.235 0.11
H -3.284 0.760 3.151 0.10
H -2.146 1.736 4.127 0.12
H -1.749 -0.052 3.847 0.12
H -1.057 3.044 1.099 0.13
H -1.982 3.174 2.726 0.11
H -3.951 1.948 1.713 0.04
H -3.334 2.056 0.094 0.09
H -3.642 3.502 1.051 0.05
H -2.703 0.034 1.026 0.15
H -1.328 -0.889 1.707 0.11
H -0.919 1.475 -0.304 0.12
H -1.391 -0.196 -0.748 0.10
H 0.755 0.161 -2.019 0.07
H 2.213 0.277 -1.074 0.10
H 1.062 1.685 -1.078 0.06
C -17.064 -0.644 6.321 0.06
N -15.857 -0.494 5.457 -0.07
C -15.781 0.476 4.564 0.01
C -14.636 0.620 3.814 0.04
C -13.597 -0.240 3.951 -0.16
C -13.664 -1.253 4.899 0.07
C -14.827 -1.346 5.644 0.03
C -12.336 -0.118 3.177 -0.14
C -11.189 0.323 3.748 0.05
C -10.072 0.429 2.952 0.05
N -10.157 -0.004 1.673 -0.03
C -11.280 -0.580 1.129 0.01
C -12.378 -0.633 1.861 0.04
C -8.962 0.216 0.772 0.05
H -17.017 -0.027 7.203 0.12
H -17.088 -1.685 6.623 0.11
H -17.966 -0.397 5.788 0.11
H -16.667 1.179 4.433 0.19
H -14.658 1.517 3.182 0.16
H -12.932 -2.067 5.032 0.16
H -15.037 -2.061 6.396 0.14
H -11.287 0.684 4.773 0.15
H -9.147 0.949 3.299 0.13
H -11.132 -0.891 0.078 0.17
H -13.261 -1.077 1.398 0.15
H -8.108 0.455 1.356 0.05
H -9.226 0.957 0.003 0.13
H -8.582 -0.659 0.324 0.09
C -2.652 7.363 9.879 0.04
N -2.990 7.292 8.456 -0.10
C -3.118 8.429 7.779 0.01
C -3.234 8.453 6.396 0.07
C -3.167 7.228 5.731 -0.13
C -2.995 6.057 6.451 0.06
C -2.947 6.108 7.869 0.03
C -3.124 7.043 4.267 -0.12
C -3.864 6.023 3.624 0.09
C -3.742 5.920 2.197 0.06
N -2.937 6.766 1.479 -0.07
C -2.168 7.659 2.119 0.00
C -2.275 7.902 3.496 0.04
C -2.826 6.592 0.007 0.05
H -1.527 7.495 9.919 0.15
H -2.925 6.445 10.377 0.11
H -3.150 8.190 10.298 0.09
H -3.010 9.349 8.384 0.17
H -3.464 9.378 5.908 0.14
H -2.814 5.083 5.959 0.13
H -2.653 5.224 8.444 0.16
H -4.478 5.373 4.155 0.09
H -4.252 5.150 1.595 0.11
H -1.407 8.142 1.503 0.15
H -1.693 8.674 3.998 0.13
H -3.573 7.163 -0.551 0.12
H -2.989 5.513 -0.109 0.08
H -1.798 6.839 -0.340 0.10
C 2.771 7.937 3.008 0.03
N 2.722 7.665 1.572 -0.06
C 2.443 6.349 1.151 0.07
C 2.505 6.133 -0.212 0.05
C 2.794 7.100 -1.188 -0.15
C 3.117 8.347 -0.713 0.03
C 3.123 8.544 0.626 0.00
C 2.677 6.886 -2.611 -0.16
C 1.824 7.635 -3.393 0.05
C 1.754 7.201 -4.705 0.03
N 2.384 6.098 -5.170 -0.04
C 3.269 5.448 -4.427 0.02
C 3.440 5.804 -3.109 0.08
C 2.196 5.548 -6.525 0.02
H 1.925 7.379 3.410 0.07
H 2.487 8.971 3.141 0.11
H 3.689 7.661 3.509 0.12
H 2.196 5.603 1.894 0.11
H 2.188 5.067 -0.519 0.16
H 3.353 9.175 -1.418 0.16
H 3.282 9.533 1.024 0.15
H 1.273 8.558 -3.160 0.15
H 1.250 7.747 -5.513 0.16
H 3.570 4.519 -4.915 0.13
H 4.059 5.230 -2.438 0.14
H 1.657 4.633 -6.488 0.06
H 3.132 5.414 -7.035 0.09
H 1.553 6.153 -7.212 0.13
C 7.157 -6.539 5.327 0.04
N 6.248 -6.076 4.239 -0.06
C 5.184 -5.249 4.628 0.06
C 4.227 -5.006 3.662 0.06
C 4.490 -5.354 2.311 -0.10
C 5.640 -6.066 1.951 0.04
C 6.488 -6.435 2.938 0.01
C 3.600 -4.829 1.288 -0.17
C 3.054 -5.639 0.314 0.04
C 2.147 -5.148 -0.606 0.02
N 1.755 -3.888 -0.534 -0.07
C 2.159 -3.092 0.446 -0.01
C 3.084 -3.574 1.345 0.04
C 0.832 -3.258 -1.451 0.02
H 7.045 -7.613 5.391 0.11
H 6.801 -6.102 6.269 0.11
H 8.169 -6.258 5.092 0.10
H 5.187 -4.944 5.639 0.11
H 3.378 -4.338 4.019 0.13
H 5.867 -6.160 0.888 0.15
H 7.346 -7.004 2.746 0.14
H 3.303 -6.659 0.165 0.13
H 1.722 -5.787 -1.417 0.18
H 1.720 -2.096 0.581 0.13
H 3.531 -2.931 2.153 0.15
H 1.421 -2.407 -1.953 0.14
H -0.003 -2.828 -0.863 0.10
H 0.461 -3.987 -2.157 0.08
C -0.823 0.842 -6.331 0.06
N -0.975 -0.021 -7.576 -0.04
C 0.080 -0.039 -8.454 0.08
C -0.187 -0.765 -9.612 0.05
C -1.356 -1.528 -9.841 -0.14
C -2.196 -1.595 -8.781 0.04
C -2.040 -0.729 -7.687 -0.04
C -1.516 -2.417 -11.043 -0.10
C -1.435 -1.843 -12.335 0.07
C -1.764 -2.618 -13.447 0.01
N -2.033 -3.899 -13.292 -0.09
C -1.954 -4.501 -12.089 0.02
C -1.768 -3.785 -10.937 0.06
C -2.238 -4.740 -14.502 0.05
H -0.623 0.335 -5.358 0.09
H -1.657 1.510 -6.281 0.10
H 0.053 1.506 -6.499 0.09
H 1.002 0.480 -8.114 0.11
H 0.509 -0.641 -10.406 0.12
H -3.010 -2.305 -8.749 0.14
H -2.703 -0.634 -6.837 0.13
H -1.175 -0.778 -12.348 0.14
H -1.791 -2.215 -14.453 0.16
H -2.032 -5.554 -12.119 0.14
H -1.682 -4.334 -10.013 0.14
H -3.259 -4.524 -14.756 0.11
H -2.003 -5.778 -14.226 0.11
H -1.577 -4.468 -15.417 0.15
C 0.903 4.767 5.968 -0.59
F 0.715 3.513 6.368 0.13
F 0.264 5.585 6.934 0.05
F 2.230 4.826 5.897 0.14
S 0.137 5.089 4.311 0.48
O 0.003 6.524 4.253 -0.32
O 1.094 4.568 3.387 -0.29
O -1.149 4.407 4.527 -0.33
C -6.114 2.650 4.492 -0.71
F -6.219 3.952 4.830 0.12
F -4.835 2.327 4.644 0.13
F -6.837 1.826 5.200 0.17
S -6.587 2.366 2.789 0.48
O -6.062 1.052 2.543 -0.30
O -8.060 2.389 2.818 -0.35
O -5.956 3.404 2.007 -0.30
C -2.206 -4.219 1.260 -0.64
F -3.168 -3.428 1.610 0.14
F -2.635 -5.467 1.705 0.07
F -2.118 -4.176 -0.066 0.14
S -0.669 -3.706 2.282 0.49
O -0.394 -2.478 1.573 -0.34
O -1.204 -3.637 3.600 -0.29
O 0.249 -4.790 2.014 -0.29
C -1.824 3.441 -2.900 -0.66
F -2.814 3.758 -1.987 0.07
F -1.712 2.149 -2.976 0.17
F -2.108 3.943 -4.097 0.13
S -0.266 4.263 -2.318 0.41
O -0.172 3.655 -0.982 -0.36
O 0.693 3.799 -3.241 -0.28
O -0.504 5.675 -2.358 -0.31
C 4.178 2.725 -8.498 -0.65
F 4.653 3.950 -8.314 0.13
F 3.559 2.606 -9.714 0.11
F 5.278 1.932 -8.448 0.11
S 3.045 2.236 -7.216 0.47
O 3.705 2.732 -6.035 -0.30
O 1.831 2.935 -7.539 -0.33
O 2.969 0.784 -7.433 -0.32
C -2.684 -1.619 -3.723 -0.63
F -2.610 -1.016 -2.492 0.08
F -3.700 -2.402 -3.540 0.17
F -2.962 -0.595 -4.586 0.06
S -1.155 -2.395 -4.416 0.49
O -1.552 -2.416 -5.819 -0.31
O -0.098 -1.508 -3.981 -0.32
O -1.092 -3.662 -3.725 -0.31
C 4.457 -1.338 7.014 -0.65
F 4.157 -1.574 8.344 0.09
F 4.310 -0.087 6.720 0.17
F 5.739 -1.653 6.886 0.13
S 3.256 -2.325 5.925 0.45
O 3.475 -2.083 4.553 -0.29
O 3.399 -3.707 6.329 -0.34
O 2.041 -1.752 6.463 -0.32
```

Summary:
- E_tot (hartree) = -10945.5788
- gap between HOMO and LUMO (eV) = 6.917
- LUMO level (eV) = -9.392
- charge = +6